[1]
DFT (wB97M-V/def2-TZVPD) results for a structure of composition C40H43AlN3O4P2S.

Properties
* largest force on an atom: 0.0490 Eh/bohr
* energy above the lowest of the compared OMol25 structures with the same formula, charge and spin: 0.0 kJ/mol
* lowest unoccupied orbital energy: -2.117 eV
* frontier orbital gap: 7.7 eV
* E: -90851.278 eV

```
! wB97M-V def2-TZVPD RIJCOSX def2/J DEFGRID3
* xyz 1 1
Al -8.632 -2.175 19.213
O -8.003 -3.317 20.591
P -6.714 -4.118 20.912
C -5.226 -3.382 20.142
P -5.450 -1.589 19.907
O -6.756 -1.428 19.098
C -5.293 -0.867 21.535
C -6.159 0.148 22.026
C -6.151 0.439 23.394
C -5.206 -0.144 24.228
C -4.219 -0.930 23.683
C -4.286 -1.346 22.358
C -4.079 -0.859 19.006
C -4.337 0.213 18.150
C -3.246 0.844 17.491
C -1.941 0.469 17.753
C -1.698 -0.545 18.661
C -2.749 -1.233 19.244
C -6.759 -5.855 20.383
C -7.880 -6.631 20.752
C -7.957 -7.977 20.367
C -6.949 -8.538 19.592
C -5.818 -7.785 19.277
C -5.717 -6.449 19.657
C -6.480 -4.107 22.692
C -5.395 -4.743 23.323
C -5.256 -4.612 24.688
C -6.164 -3.839 25.439
C -7.222 -3.228 24.816
C -7.388 -3.357 23.438
H -5.073 -3.765 19.118
H -4.333 -3.657 20.740
H -6.897 0.600 21.359
H -6.856 1.151 23.836
H -5.213 0.021 25.278
H -3.387 -1.246 24.338
H -3.532 -2.022 21.967
H -5.327 0.531 17.943
H -3.452 1.650 16.798
H -1.142 1.059 17.330
H -0.667 -0.757 18.947
H -2.541 -2.006 19.962
H -8.696 -6.238 21.354
H -8.846 -8.545 20.637
H -7.014 -9.578 19.286
H -5.028 -8.180 18.672
H -4.855 -5.903 19.330
H -4.690 -5.369 22.737
H -4.434 -5.123 25.197
H -5.991 -3.682 26.498
H -7.918 -2.613 25.377
H -8.229 -2.921 22.947
C -11.547 3.241 18.484
C -10.535 3.366 19.622
N -10.392 2.067 20.325
C -10.959 1.955 21.665
C -10.015 2.347 22.797
C -9.644 1.080 19.780
S -9.284 -0.311 20.783
N -9.236 1.315 18.518
C -8.872 0.356 17.688
O -9.046 -0.905 17.868
C -8.223 0.737 16.405
C -7.502 -0.182 15.590
C -6.854 0.281 14.432
C -6.988 1.626 14.056
C -7.680 2.513 14.845
C -8.270 2.074 16.022
H -11.631 4.169 17.915
H -12.532 2.944 18.878
H -11.173 2.440 17.812
H -10.783 4.090 20.391
H -9.524 3.614 19.268
H -11.274 0.911 21.790
H -11.907 2.556 21.642
H -9.175 1.642 22.806
H -10.529 2.293 23.770
H -9.674 3.401 22.678
H -7.416 -1.191 15.969
H -6.266 -0.412 13.850
H -6.536 1.959 13.141
H -7.761 3.542 14.498
H -8.811 2.777 16.679
N -11.597 -4.807 19.542
C -10.620 -4.047 19.066
O -10.409 -2.864 19.476
C -9.665 -4.639 18.010
C -8.474 -3.758 17.705
H -12.217 -4.494 20.283
H -11.723 -5.738 19.178
H -10.345 -4.761 17.106
H -9.362 -5.626 18.386
H -8.558 -3.198 16.771
H -7.486 -4.177 17.885
*
```

[2]
DFT (wB97M-V/def2-TZVPD) results for a structure of composition C40H43BCl3GdN6OS5Si.

Properties
* largest force on an atom: 0.1022 Eh/bohr
* energy above the lowest of the compared OMol25 structures with the same formula, charge and spin: 0.0 kJ/mol
* lowest unoccupied orbital energy (alpha / beta): 3.166 / 3.167 eV
* frontier orbital gap (alpha / beta): 4.4 / 4.1 eV
* E: -174306.592 eV

```
! wB97M-V def2-TZVPD RIJCOSX def2/J DEFGRID3
* xyz -2 8
Gd 3.311 -21.660 6.429
O 5.903 -27.995 4.117
C 5.454 -26.915 4.419
S 6.417 -25.577 5.102
C 5.195 -24.329 5.196
C 3.848 -24.793 4.858
S 2.421 -23.881 5.096
S 3.692 -26.490 4.282
S 5.722 -22.789 5.660
N 10.178 -22.336 14.333
C 9.552 -21.921 13.447
C 8.787 -21.461 12.361
C 8.211 -22.448 11.558
C 7.493 -22.010 10.446
C 7.438 -20.631 10.155
C 8.058 -19.671 10.961
C 8.750 -20.110 12.076
N 6.545 -20.164 9.097
C 6.524 -18.905 8.434
C 5.498 -18.962 7.582
N 4.909 -20.288 7.593
C 5.582 -20.912 8.528
H 8.262 -23.481 11.812
H 6.979 -22.717 9.759
H 8.002 -18.629 10.717
H 9.219 -19.415 12.749
H 7.223 -18.088 8.600
H 5.098 -18.143 6.979
H 5.328 -21.921 8.903
Cl 3.101 -22.477 10.458
Si 2.324 -23.424 8.710
Cl 3.457 -25.157 8.640
Cl 0.302 -23.761 8.870
S 1.248 -20.384 7.939
C 2.140 -19.009 7.518
N 2.757 -18.012 7.275
C -2.900 -20.574 4.444
C -1.957 -20.513 5.655
C -1.126 -21.791 5.844
C -1.213 -19.219 5.843
C -1.555 -18.420 6.938
C -1.104 -17.112 7.087
C -0.213 -16.611 6.154
C 0.159 -17.341 5.010
C 0.973 -16.665 3.926
C 0.144 -15.605 3.152
C 2.167 -15.875 4.485
C -0.253 -18.707 4.926
N 0.191 -19.538 3.868
B 1.129 -20.633 3.925
N 1.365 -20.937 2.513
C 0.575 -20.099 1.718
C -0.138 -19.286 2.527
C 2.347 -21.799 1.935
C 1.978 -22.958 1.270
C 3.016 -23.753 0.693
C 4.343 -23.392 0.743
C 4.644 -22.176 1.348
C 3.714 -21.368 1.958
C 4.092 -20.011 2.554
C 3.853 -18.853 1.557
C 5.510 -19.870 3.114
C 0.565 -23.588 1.183
C -0.055 -23.254 -0.204
C -0.359 -23.306 2.368
H -3.583 -21.432 4.552
H -2.394 -20.679 3.502
H -3.495 -19.668 4.364
H -2.671 -20.544 6.508
H -0.152 -21.699 5.306
H -1.711 -22.622 5.413
H -0.919 -21.974 6.922
H -2.258 -18.862 7.684
H -1.477 -16.512 7.887
H 0.110 -15.588 6.245
H 1.410 -17.403 3.248
H -0.289 -14.838 3.800
H -0.719 -16.069 2.640
H 0.747 -15.149 2.370
H 1.901 -14.931 5.004
H 2.861 -15.587 3.701
H 2.739 -16.462 5.257
H 0.593 -20.215 0.630
H -0.892 -18.577 2.240
H 2.690 -24.639 0.122
H 5.135 -24.010 0.301
H 5.706 -21.917 1.345
H 3.469 -19.871 3.441
H 4.524 -18.918 0.721
H 3.992 -17.905 2.073
H 2.841 -18.895 1.162
H 6.266 -19.837 2.299
H 5.797 -20.696 3.797
H 5.614 -18.935 3.701
H 0.785 -24.704 1.146
H -0.250 -22.185 -0.204
H -0.961 -23.835 -0.461
H 0.665 -23.449 -0.975
H -0.748 -22.281 2.383
H 0.138 -23.490 3.353
H -1.240 -23.969 2.376
*
```

[3]
DFT (wB97M-V/def2-TZVPD) results for a cluster of 2 separate species, C40H43N4OS in total.

Properties
* largest force on an atom: 0.0496 Eh/bohr
* energy above the lowest of the compared OMol25 structures with the same formula, charge and spin: 45.4 kJ/mol
* lowest unoccupied orbital energy: -4.768 eV
* frontier orbital gap: 4.8 eV
* E: -61015.107 eV

```
! wB97M-V def2-TZVPD RIJCOSX def2/J DEFGRID3
* xyz 1 1
C 1.747 5.607 1.680
N 1.868 4.171 1.569
C 1.905 3.404 2.710
O 2.102 3.835 3.839
C 1.653 1.973 2.307
C 0.263 1.469 2.743
C -0.811 2.484 2.416
C -1.085 3.501 3.336
C -2.068 4.452 3.080
C -2.798 4.391 1.886
C -2.533 3.378 0.956
C -1.542 2.431 1.225
N 1.765 2.034 0.832
C 1.206 1.018 0.116
C 0.660 1.126 -1.156
C 0.367 0.039 -2.001
C 0.502 0.256 -3.431
C 1.205 -0.629 -4.303
C 1.610 -0.211 -5.572
C 1.264 1.065 -6.056
C 0.504 1.920 -5.243
C 0.096 1.510 -3.977
C 1.946 3.415 0.326
C 3.262 3.729 -0.509
C 4.504 3.413 0.323
C 3.309 5.205 -0.923
C 3.246 2.885 -1.773
H 0.956 5.876 2.406
H 2.696 6.064 2.026
H 1.477 6.032 0.706
H 2.460 1.351 2.727
H 0.046 0.500 2.265
H 0.323 1.335 3.837
H -0.514 3.526 4.269
H -2.262 5.232 3.820
H -3.543 5.154 1.663
H -3.104 3.313 0.025
H -1.356 1.608 0.529
H 1.224 0.041 0.615
H 0.504 2.147 -1.539
H 0.158 -0.951 -1.569
H 1.478 -1.623 -3.932
H 2.213 -0.871 -6.202
H 1.572 1.385 -7.055
H 0.242 2.919 -5.602
H -0.525 2.180 -3.375
H 1.082 3.696 -0.307
H 4.592 2.338 0.526
H 5.402 3.723 -0.239
H 4.504 3.967 1.271
H 2.335 5.562 -1.294
H 3.658 5.855 -0.108
H 4.037 5.327 -1.744
H 2.371 3.122 -2.393
H 4.144 3.106 -2.371
H 3.239 1.814 -1.542
C -3.710 -0.160 2.381
C -3.739 0.117 1.011
C -3.197 -0.784 0.087
C -2.699 -2.003 0.547
C -2.315 -3.147 -0.368
C -3.265 -4.301 -0.057
C -2.776 -5.597 -0.630
N -1.403 -5.769 -0.138
C -0.839 -7.014 0.113
C 0.461 -6.909 0.616
C 1.135 -8.075 0.987
C 0.554 -9.320 0.666
C -0.727 -9.395 0.086
C -1.473 -8.231 -0.125
S 1.004 -5.255 0.628
C -0.572 -4.691 0.018
N -0.873 -3.459 -0.191
C -2.605 -2.257 1.914
C -3.136 -1.354 2.838
H -4.095 0.564 3.104
H -4.189 1.050 0.666
H -3.166 -0.552 -0.980
H -2.437 -2.874 -1.437
H -3.384 -4.436 1.031
H -4.261 -4.064 -0.442
H -3.367 -6.439 -0.252
H -2.756 -5.576 -1.729
H 2.083 -8.005 1.514
H 1.097 -10.249 0.873
H -1.154 -10.358 -0.202
H -2.504 -8.258 -0.491
H -2.145 -3.192 2.250
H -3.102 -1.604 3.901
*
```

[4]
DFT (wB97M-V/def2-TZVPD) results for a structure of composition C40H44BeN5P2S2.

Properties
* largest force on an atom: 0.0370 Eh/bohr
* lowest unoccupied orbital energy: 2.635 eV
* frontier orbital gap: 7.0 eV
* E: -90297.923 eV

```
! wB97M-V def2-TZVPD RIJCOSX def2/J DEFGRID3
* xyz -1 1
Be -0.004 -0.140 -0.449
S -1.153 -1.940 -0.323
P -1.247 -1.031 1.488
C -0.149 0.214 1.864
P 1.460 -0.275 1.592
S 2.074 -0.504 -0.346
C 2.524 1.048 2.265
C 3.890 1.052 1.996
C 4.679 2.107 2.424
C 4.108 3.162 3.124
C 2.748 3.159 3.395
C 1.954 2.104 2.965
C 2.100 -1.751 2.473
C 2.278 -1.691 3.854
C 2.679 -2.818 4.553
C 2.894 -4.014 3.880
C 2.692 -4.084 2.510
C 2.286 -2.958 1.809
C -2.919 -0.326 1.683
C -4.038 -1.117 1.434
C -5.309 -0.576 1.528
C -5.469 0.761 1.877
C -4.356 1.546 2.136
C -3.082 1.007 2.031
C -1.352 -2.384 2.728
C -1.567 -1.977 4.047
C -1.571 -2.904 5.074
C -1.350 -4.246 4.793
C -1.133 -4.654 3.487
C -1.131 -3.725 2.454
H 4.313 0.232 1.428
H 5.739 2.119 2.198
H 4.723 3.990 3.454
H 2.301 3.987 3.931
H 0.885 2.088 3.142
H 2.099 -0.757 4.375
H 2.822 -2.770 5.626
H 3.214 -4.892 4.429
H 2.838 -5.023 1.989
H 2.124 -3.000 0.739
H -3.897 -2.154 1.150
H -6.180 -1.190 1.332
H -6.462 1.190 1.935
H -4.480 2.587 2.411
H -2.200 1.615 2.193
H -1.721 -0.923 4.250
H -1.738 -2.585 6.097
H -1.340 -4.972 5.598
H -0.953 -5.702 3.276
H -0.964 -4.035 1.430
C 2.203 3.011 -2.301
N 1.775 3.780 -1.156
C 1.374 5.114 -1.533
C 0.853 3.072 -0.270
C -0.534 2.699 -0.772
C -1.471 3.720 -0.928
C -2.784 3.454 -1.287
C -3.168 2.139 -1.482
C -2.239 1.124 -1.302
C -0.896 1.342 -0.938
H 3.062 3.506 -2.762
H 1.414 2.907 -3.062
H 2.509 2.017 -1.970
H 2.236 5.640 -1.956
H 1.043 5.665 -0.650
H 0.564 5.138 -2.282
H 0.742 3.699 0.622
H 1.360 2.158 0.031
H -1.175 4.750 -0.747
H -3.499 4.263 -1.395
H -4.193 1.898 -1.749
H -2.583 0.103 -1.438
C 1.035 -1.773 -3.603
N -0.012 -0.810 -3.274
C -1.299 -1.367 -3.689
N -1.330 -1.665 -5.130
C -0.244 -2.601 -5.427
N 1.069 -2.077 -5.043
C 1.275 -0.820 -5.766
N 0.233 0.169 -5.482
C 0.226 0.415 -4.031
C -1.059 -0.415 -5.847
H 0.849 -2.695 -3.048
H 2.002 -1.364 -3.304
H -2.082 -0.641 -3.465
H -1.491 -2.281 -3.124
H -0.236 -2.801 -6.503
H -0.426 -3.537 -4.894
H 1.276 -1.029 -6.840
H 2.245 -0.405 -5.481
H -0.555 1.137 -3.785
H 1.190 0.826 -3.737
H -1.068 -0.614 -6.923
H -1.847 0.302 -5.605
*
```

[5]
DFT (wB97M-V/def2-TZVPD) results for a structure of composition C40H45CaN5O2S4.

Properties
* largest force on an atom: 0.0108 Eh/bohr
* energy above the lowest of the compared OMol25 structures with the same formula, charge and spin: 20.9 kJ/mol
* lowest unoccupied orbital energy: 0.219 eV
* frontier orbital gap: 7.4 eV
* E: -115539.101 eV

```
! wB97M-V def2-TZVPD RIJCOSX def2/J DEFGRID3
* xyz 0 1
Ca -0.379 0.677 0.563
C -2.536 3.493 3.065
C -1.385 3.261 4.035
S 0.060 2.474 3.269
C 0.401 1.171 4.473
C -0.658 0.081 4.651
S -1.263 -0.695 3.120
C -3.060 -0.498 3.267
C -3.585 0.921 3.468
S -3.099 2.051 2.133
H -3.378 3.943 3.594
H -2.234 4.196 2.286
H -1.076 4.221 4.452
H -1.700 2.640 4.873
H 1.334 0.733 4.128
H 0.589 1.638 5.442
H -0.228 -0.710 5.267
H -1.526 0.462 5.188
H -3.439 -0.902 2.326
H -3.421 -1.145 4.069
H -4.675 0.877 3.503
H -3.256 1.330 4.422
C -1.822 -5.484 -3.149
C -1.492 -4.379 -4.113
C -1.502 -4.592 -5.486
C -1.207 -3.572 -6.379
C -0.873 -2.316 -5.898
C -0.835 -2.084 -4.532
C -1.158 -3.104 -3.642
N -1.124 -2.908 -2.239
C -1.462 -1.752 -1.558
N -2.363 -0.991 -2.201
C -2.835 0.355 -1.991
C -2.242 1.204 -1.060
C -2.760 2.509 -1.083
C -3.782 2.929 -1.918
C -4.357 2.015 -2.793
C -3.892 0.711 -2.849
C -4.510 -0.267 -3.817
N -0.986 -1.518 -0.358
C -0.042 -2.478 0.114
C 1.301 -2.363 -0.260
C 2.239 -3.287 0.165
C 1.845 -4.331 0.992
C 0.518 -4.440 1.375
C -0.446 -3.534 0.936
C -1.895 -3.721 1.293
H -2.185 -6.362 -3.680
H -2.585 -5.166 -2.436
H -0.946 -5.788 -2.568
H -1.760 -5.576 -5.860
H -1.234 -3.760 -7.444
H -0.626 -1.515 -6.582
H -0.549 -1.112 -4.150
H -0.539 -3.543 -1.720
H -2.688 -1.411 -3.055
H -2.335 3.258 -0.412
H -4.135 3.954 -1.896
H -5.169 2.316 -3.446
H -5.350 0.194 -4.335
H -4.885 -1.161 -3.310
H -3.803 -0.596 -4.587
H 1.599 -1.541 -0.905
H 3.273 -3.180 -0.135
H 2.572 -5.054 1.342
H 0.211 -5.256 2.020
H -1.998 -4.174 2.279
H -2.392 -4.375 0.571
H -2.424 -2.770 1.280
C 6.120 6.620 0.179
C 5.160 5.478 -0.019
C 4.042 5.331 0.801
C 3.158 4.282 0.624
C 3.392 3.362 -0.391
C 4.499 3.484 -1.215
C 5.376 4.544 -1.024
S 2.263 2.021 -0.629
O 0.987 2.604 -1.020
O 2.890 1.094 -1.545
N 1.970 1.401 0.796
C 2.691 0.382 1.375
C 4.066 0.132 1.233
C 4.634 -0.906 1.935
C 3.845 -1.699 2.763
C 2.500 -1.407 2.823
N 1.927 -0.401 2.160
H 5.810 7.260 1.004
H 6.188 7.235 -0.719
H 7.123 6.249 0.398
H 3.865 6.051 1.591
H 2.295 4.159 1.267
H 4.665 2.753 -1.994
H 6.242 4.645 -1.668
H 4.657 0.761 0.582
H 5.695 -1.100 1.841
H 4.261 -2.526 3.320
H 1.826 -2.015 3.421
*
```